(1)
Computed, not measured: a gas-phase ion, C6H15N2S (charge +1) in a non-equilibrium geometry, with wB97M-V/def2-TZVPD.

The geometry in XYZ format:
```
24
C6H15N2S wB97M-V/def2-TZVPD
C -0.66108 -1.92303 -0.88527
C 0.83010 -1.73261 -0.54294
C -1.48230 -0.72913 -1.29567
C 1.24518 -0.68326 0.50842
C -0.96076 0.86302 0.43653
C -0.26237 2.91676 1.68055
N -1.83092 0.19028 -0.25660
N -1.15995 2.05116 0.94071
S 3.09111 -0.30015 0.15478
H -0.65231 -2.62692 -1.72823
H -1.20142 -2.43658 -0.12954
H 1.27857 -2.65647 -0.18078
H 1.36004 -1.67894 -1.41754
H -1.17319 -0.04601 -2.19382
H -2.41674 -1.13959 -1.63752
H 1.41511 -0.93933 1.62262
H 0.63730 0.42468 0.33447
H 0.59641 2.28468 1.85044
H -0.07473 3.74657 1.18778
H -0.63713 3.15803 2.67519
H -2.67662 0.68109 -0.60621
H -2.01743 2.46796 0.68301
H 3.18168 -0.30273 -1.30242
H 3.57144 -1.58949 0.10205
```

The calculation puts the gap between HOMO and LUMO at 7.908 eV. Its total energy is -20269.83204 eV. Its relative energy (zero: lowest compared OMol25 entry of this formula, charge and spin) is 4.602 eV. As for the HOMO energy: -11.19 eV. As for the charge: +1.

=====

(2)
Computed, not measured: a molecular structure, C3H4N4O in a non-equilibrium geometry, with wB97M-V/def2-TZVPD.

The geometry in XYZ format:
```
12
C3H4N4O wB97M-V/def2-TZVPD
C 0.97840 -0.34746 0.04938
C -1.37518 -0.27078 -0.06509
C -1.08953 1.18785 -0.10256
H 2.11492 -2.05692 -0.50527
H -2.44587 -2.03408 0.40027
H -1.85264 1.94749 -0.10416
H 2.13176 1.43537 0.70320
N -0.04530 -1.01484 -0.20753
N -2.48243 -0.98035 0.16228
N 0.10077 1.76563 -0.08536
N 1.08385 1.01050 0.10864
O 2.29643 -1.02200 0.04617
```

The calculation puts the gap between HOMO and LUMO at 8.888 eV. Its total energy is -11179.50012 eV. Its relative energy (zero: lowest compared OMol25 entry of this formula, charge and spin) is 4.469 eV. As for the HOMO energy: -9.01 eV.